# 1
This record from the Open Molecules 2025 dataset describes a 6-piece molecular cluster, C18H41FN2O6 overall. The level of theory is ωB97M-V/def2-TZVPD.

F_max	0.46	eV/Å
HOMO-LUMO gap	10.7	eV
SMILES	CCCOC[C@@H](C#N)[C@H](F)C#N.CCO.CCO.CCO.CCO.CCO
net charge	0
LUMO level	0.600	eV
molecular weight	400.5	g/mol

The geometry in XYZ format:
```
68
Properties=species:S:1:pos:R:3:forces:R:3:mulliken_charge:R:1
C 3.316975 -2.538147 2.720932 0.07 0.01 -0.14 -1.356
C 2.754781 -2.006152 1.389892 0.10 -0.16 0.22 0.281
C 2.462107 -0.512932 1.511362 0.14 -0.05 0.06 -0.864
O 1.523800 0.027580 0.582762 -0.08 0.16 0.07 -0.434
C 0.258742 -0.588406 0.523612 0.10 -0.06 -0.08 -0.073
C -0.340299 -0.958378 1.888940 -0.10 0.04 -0.02 1.052
C -0.437987 0.205125 2.778809 -0.06 -0.45 -0.07 -0.419
N -0.552575 1.060982 3.530696 0.02 0.34 0.09 -0.619
C -1.748901 -1.535122 1.689742 0.11 0.08 -0.17 0.531
F -2.252523 -1.942429 2.900698 -0.12 -0.06 0.25 -0.331
C -1.728527 -2.696131 0.781520 0.01 0.15 0.14 -0.020
N -1.711048 -3.593767 0.071635 0.01 -0.17 -0.17 -0.497
H 4.040412 -3.336409 2.547782 -0.11 -0.01 0.04 0.398
H 3.836712 -1.747915 3.271976 0.00 -0.05 -0.02 0.303
H 2.521110 -2.932894 3.357922 0.07 0.09 0.01 0.235
H 1.862182 -2.580556 1.134330 0.04 0.08 -0.10 0.027
H 3.469933 -2.199538 0.588360 -0.13 0.13 -0.06 0.412
H 2.151542 -0.273786 2.539167 -0.11 -0.05 -0.10 0.353
H 3.381559 0.049103 1.333205 -0.09 0.01 0.03 0.439
H 0.298101 -1.492085 -0.091831 -0.03 0.01 0.10 -0.509
H -0.412098 0.121416 0.032109 0.10 -0.10 -0.10 0.340
H 0.250790 -1.725173 2.401226 0.00 0.07 -0.01 0.191
H -2.424544 -0.782263 1.276966 0.03 0.01 -0.01 0.380
C 0.164625 4.061665 -0.674560 0.05 0.03 0.00 -1.346
C -0.246498 2.829976 -1.454118 0.02 -0.05 0.03 0.374
O 0.826989 1.921091 -1.666823 -0.06 0.08 0.07 -0.606
H 0.972195 4.583769 -1.189869 -0.01 0.00 -0.01 0.328
H -0.682413 4.740353 -0.569151 0.00 0.00 -0.01 0.322
H 0.520221 3.792142 0.322860 -0.03 -0.02 0.00 0.421
H -0.597142 3.111401 -2.448696 -0.03 0.00 0.01 0.041
H -1.076552 2.322210 -0.945061 -0.04 0.02 -0.03 0.179
H 1.154786 1.636913 -0.803325 0.14 -0.12 -0.04 0.264
C 0.984737 -2.687730 -2.784160 -0.03 0.01 0.00 -0.350
C 2.233860 -3.414605 -2.335071 -0.04 -0.04 0.03 -0.591
O 2.044211 -4.079369 -1.089517 0.01 -0.04 0.04 -0.476
H 0.665576 -1.974990 -2.026587 -0.01 0.05 -0.07 -0.116
H 1.159857 -2.143549 -3.713904 0.01 -0.01 -0.01 0.394
H 0.159579 -3.386366 -2.944222 0.02 -0.01 -0.03 0.320
H 3.045262 -2.706345 -2.165055 0.01 -0.01 -0.01 0.293
H 2.567744 -4.126610 -3.097479 0.02 0.02 -0.01 0.361
H 1.340585 -4.728711 -1.193528 -0.02 0.04 0.00 0.295
C -1.770467 5.224797 -4.476258 0.03 0.02 0.06 -1.045
C -2.915210 4.879675 -3.542949 0.02 0.03 0.00 0.125
O -2.783226 5.500713 -2.269035 0.01 -0.01 0.00 -0.518
H -0.816341 4.939513 -4.031264 0.00 -0.01 -0.01 0.260
H -1.877948 4.709911 -5.432139 -0.01 0.00 -0.01 0.322
H -1.741552 6.299117 -4.672999 -0.01 -0.01 -0.03 0.394
H -2.933767 3.807973 -3.342545 -0.02 0.02 -0.01 -0.153
H -3.874673 5.147949 -3.998011 -0.01 -0.03 -0.01 0.357
H -2.777083 6.454727 -2.396688 0.00 -0.02 0.01 0.298
C 0.579566 -1.603351 7.196121 -0.06 -0.15 -0.01 -1.265
C 0.907221 -1.702119 5.719739 -0.03 0.08 -0.07 0.238
O 0.261103 -2.801560 5.077893 0.00 0.03 -0.04 -0.519
H 0.862408 -2.521976 7.711288 0.01 0.01 0.01 0.318
H 1.106776 -0.766539 7.655578 0.00 0.01 -0.02 0.353
H -0.491972 -1.449905 7.343445 0.01 0.04 0.01 0.344
H 1.974464 -1.870675 5.574636 0.00 0.01 0.00 0.209
H 0.639211 -0.770870 5.210471 0.07 0.04 0.04 0.017
H -0.690997 -2.677619 5.157547 0.01 -0.01 -0.02 0.291
C -2.730040 0.758770 -3.775789 0.01 0.00 0.03 -1.232
C -1.502693 -0.023482 -3.348733 -0.07 0.00 0.02 -0.125
O -1.733650 -0.741246 -2.135342 -0.03 0.04 0.13 -0.322
H -3.025084 1.456271 -2.990147 0.01 0.00 -0.01 0.211
H -2.534160 1.323270 -4.689162 0.01 0.00 -0.01 0.349
H -3.573308 0.090241 -3.966364 0.00 0.01 -0.03 0.442
H -0.667522 0.645068 -3.142822 0.02 -0.07 0.03 0.186
H -1.193963 -0.720312 -4.135175 0.01 0.03 -0.02 0.330
H -2.454942 -1.361703 -2.284830 0.05 -0.03 0.00 0.210
```
Positions in Å, forces in eV/Å.



# 2
This record from the Open Molecules 2025 dataset describes one molecule with the formula CH2N2O3. The level of theory is ωB97M-V/def2-TZVPD.

ΔE to the lowest compared entry with this formula, charge and spin	5.517	eV
F_max	1.69	eV/Å
HOMO-LUMO gap (alpha / beta)	9.1 / 8.3	eV
net charge	0
LUMO level (alpha / beta)	-0.258 / -0.268	eV
molecular weight	90.0	g/mol

The geometry in XYZ format:
```
8
Properties=species:S:1:pos:R:3:forces:R:3:mulliken_charge:R:1
C 1.259230 -0.080066 -0.222420 1.28 -1.02 -0.25 0.335
N 0.612741 0.898403 0.413178 1.03 -1.13 -0.71 -0.001
N -0.836541 -0.810192 0.526977 0.74 0.60 -1.19 -0.009
O 2.417087 -0.320773 -0.429252 -1.48 0.58 0.31 -0.409
O -0.743381 0.636508 0.489736 -0.97 0.71 0.06 -0.188
O -1.807526 -1.223649 -0.326337 -0.46 -0.40 0.72 -0.316
H 1.124358 1.721916 0.744828 -1.24 -0.06 0.34 0.254
H -2.025968 -0.822150 -1.196707 1.10 0.72 0.72 0.333
```
Positions in Å, forces in eV/Å.



# 3
This record from the Open Molecules 2025 dataset describes a 2-piece molecular cluster, C11H25BIO2 overall. The level of theory is ωB97M-V/def2-TZVPD.

F_max	0.26	eV/Å
HOMO-LUMO gap	6.8	eV
net charge	-1
LUMO level	2.787	eV
molecular weight	327.0	g/mol

The geometry in XYZ format:
```
40
Properties=species:S:1:pos:R:3:forces:R:3:mulliken_charge:R:1
C -3.360855 -1.725204 1.391065 0.01 -0.06 -0.05 -1.302
C -2.326614 -1.260893 0.383241 -0.10 0.00 -0.03 -0.015
I -0.356208 -1.406238 1.315723 0.10 0.01 0.04 -0.152
C -2.357729 -2.009290 -0.941837 0.07 -0.12 0.02 -0.995
B -2.669280 -3.630722 -0.869003 -0.11 0.02 -0.24 0.765
O -1.853701 -4.253235 0.223162 0.05 -0.10 0.07 -0.578
C -0.943766 -5.145672 -0.357772 -0.10 0.05 0.07 -0.426
C -0.886656 -4.730048 -1.824004 -0.01 -0.06 -0.14 -0.381
O -2.188940 -4.311272 -2.122758 0.04 0.09 0.20 -0.569
H -3.386150 -1.084819 2.273958 0.00 0.01 0.01 0.419
H -3.166924 -2.753744 1.689353 0.01 -0.02 -0.01 0.270
H -4.337860 -1.709888 0.900591 -0.05 0.04 0.01 0.326
H -2.397472 -0.182129 0.254486 0.06 0.05 -0.02 0.566
H -1.415650 -1.854357 -1.477360 0.02 0.11 -0.02 0.210
H -3.133719 -1.524543 -1.551943 -0.05 -0.01 0.02 0.229
H -3.884979 -3.832817 -0.731572 0.06 -0.03 0.04 -0.303
H 0.038580 -5.080572 0.130606 -0.02 0.01 0.03 0.231
H -1.305274 -6.184079 -0.265503 0.04 -0.01 -0.03 0.258
H -0.155773 -3.910065 -1.943332 -0.01 0.00 0.01 0.147
H -0.585538 -5.549366 -2.489448 0.00 0.01 0.01 0.318
C 3.053132 0.974310 0.730712 0.00 0.01 0.00 -1.195
C 1.954608 1.875636 1.282906 0.01 0.00 0.02 -0.359
C 1.042268 2.448615 0.200949 -0.01 0.00 -0.01 -0.458
C 1.746496 3.315174 -0.845049 -0.01 -0.01 -0.01 -0.770
C 2.535736 4.494094 -0.276919 0.00 0.01 0.01 -0.365
C 1.677435 5.475742 0.513778 0.01 0.00 0.00 -1.197
H 3.737530 1.519003 0.075940 0.00 0.00 0.00 0.322
H 3.646288 0.538332 1.536463 0.00 -0.01 0.00 0.357
H 2.616474 0.153733 0.157685 0.00 0.00 0.00 0.264
H 2.400315 2.684211 1.872794 -0.01 0.01 -0.01 0.275
H 1.334441 1.295427 1.968713 0.01 0.00 0.01 0.306
H 0.242538 3.022920 0.677567 0.00 0.01 0.00 0.292
H 0.547112 1.616019 -0.306990 0.00 -0.01 0.01 0.252
H 0.995058 3.696513 -1.544752 0.00 0.00 0.00 0.382
H 2.420851 2.692995 -1.439780 0.00 -0.01 0.00 0.338
H 3.021324 5.023257 -1.102191 0.00 0.00 0.00 0.367
H 3.343331 4.123494 0.361147 0.00 -0.01 0.00 0.225
H 0.863790 5.864347 -0.103570 -0.01 0.00 0.01 0.291
H 2.266176 6.324916 0.865512 0.00 0.00 -0.01 0.379
H 1.229606 5.000215 1.387434 0.00 0.00 0.00 0.280
```
Positions in Å, forces in eV/Å.



# 4
This record from the Open Molecules 2025 dataset describes a 2-piece molecular cluster, C8H10BrNO2S overall. The level of theory is ωB97M-V/def2-TZVPD.

ΔE to the lowest compared entry with this formula, charge and spin	0.000	eV
F_max	3.12	eV/Å
HOMO-LUMO gap	9.8	eV
net charge	0
LUMO level	0.492	eV
molecular weight	264.1	g/mol

The geometry in XYZ format:
```
23
Properties=species:S:1:pos:R:3:forces:R:3:mulliken_charge:R:1
C 2.052257 -0.902189 -1.052288 -0.26 -0.18 2.71 -0.649
C 1.874463 0.226418 1.084288 1.32 0.29 -1.20 -0.374
C 3.368308 -0.562116 -1.090092 -0.19 1.41 0.73 -0.527
C 3.188686 0.679433 0.943359 -0.40 0.97 2.85 -0.246
C 1.334865 -0.581022 0.142668 -0.85 0.35 -2.01 0.311
C 3.917277 0.296107 -0.093280 1.08 -1.93 -2.03 0.125
C -3.943699 0.968660 0.788860 2.63 -0.06 -0.44 -0.899
C -3.861701 -0.388551 0.212446 -0.20 0.96 0.95 0.321
N -0.792078 -0.615877 -1.414964 -0.13 0.09 -0.31 -0.496
O -1.021792 0.108030 1.041608 -0.33 1.01 0.48 -0.552
O -4.129940 -0.651872 -0.934080 0.45 -0.89 0.60 -0.542
S -0.442084 -0.940314 0.212392 0.62 -2.39 -1.00 0.447
Br 5.770917 0.643266 -0.110601 0.14 0.19 -0.22 -0.175
H 1.581773 -1.510603 -1.777062 -0.24 -0.35 -0.81 0.375
H 1.335312 0.733490 1.796726 -1.61 0.36 1.84 0.442
H 3.917210 -0.829779 -1.934318 1.13 -0.38 -1.11 0.471
H 3.625722 1.283511 1.774047 -0.40 -0.40 -0.97 0.321
H -4.492877 0.959910 1.678424 -0.16 -0.18 1.94 0.344
H -2.852975 1.303519 0.857573 -1.56 -0.32 0.55 0.173
H -4.453067 1.623206 0.198440 -1.27 1.87 -2.15 0.364
H -3.495438 -0.977735 1.104758 -0.11 -1.28 -1.42 0.256
H -1.364686 -1.203346 -2.065117 0.49 0.45 1.70 0.259
H -1.116460 0.337844 -1.363781 -0.14 0.40 -0.69 0.250
```
Positions in Å, forces in eV/Å.



# 5
This record from the Open Molecules 2025 dataset describes a 3-piece molecular cluster, C22H47F3N3O9S overall. The level of theory is ωB97M-V/def2-TZVPD.

F_max	3.23	eV/Å
HOMO-LUMO gap	8.2	eV
net charge	+1
LUMO level	-2.978	eV
molecular weight	586.7	g/mol

The geometry in XYZ format:
```
85
Properties=species:S:1:pos:R:3:forces:R:3:mulliken_charge:R:1
C 2.104712 -2.095644 0.179851 -0.51 0.29 -0.43 -1.697
C 0.587813 -2.229612 0.537115 2.10 -0.33 -0.53 1.098
C -0.169813 -1.144413 -0.276442 -0.43 -1.01 0.08 -1.190
N -0.950760 -0.260616 0.644552 -0.30 -0.04 0.19 0.144
C -1.707587 0.809888 -0.057005 -0.97 0.85 -0.07 -0.567
C -0.818708 1.758349 -0.894877 -0.21 0.55 0.93 0.504
O -0.780674 1.552186 -2.062928 -0.11 -0.60 -1.85 -0.502
N -0.119964 2.830376 -0.336413 1.37 -1.35 0.45 -0.072
C 1.092066 3.063570 -1.188578 0.29 0.69 0.48 -0.815
C 0.401280 2.520119 1.018267 -1.19 -0.89 0.10 -1.124
C -1.828580 -1.183505 1.446342 -0.06 0.18 0.22 -0.430
C -0.886235 -1.836003 2.483782 -0.16 0.12 -0.09 -0.402
S -1.650241 -3.299440 3.303309 0.29 0.61 3.16 1.379
O -0.642582 -3.852417 4.155346 1.32 -0.45 -1.25 -0.677
O -2.784620 -2.923957 4.086478 -1.22 0.72 -1.46 -0.671
C -2.135987 -4.611854 2.061297 1.21 -0.37 0.18 0.706
F -1.902258 -4.239163 0.798105 -0.17 0.61 0.12 -0.284
F -3.359847 -4.948340 2.289768 -1.30 0.18 -0.16 -0.198
F -1.383204 -5.656118 2.289287 0.70 -0.59 0.20 -0.228
N 0.461131 -2.076290 1.994428 -1.12 0.40 -0.85 -0.391
H 2.201404 -1.787800 -0.873527 -0.03 -0.28 0.24 0.439
H 2.642595 -3.044682 0.268424 -0.02 0.31 0.36 0.426
H 2.546527 -1.278832 0.767042 0.05 -0.43 0.05 0.419
H 0.319339 -3.241801 0.192978 -0.47 0.45 0.04 0.088
H 0.458050 -0.586973 -0.976168 -0.05 0.17 0.50 0.695
H -0.923829 -1.673228 -0.879799 0.10 0.48 0.02 0.064
H -0.352920 0.197028 1.344422 0.29 -0.18 -0.39 0.211
H -2.422249 0.330770 -0.738937 0.45 0.05 -0.01 0.294
H -2.326195 1.399168 0.639146 0.44 -0.40 0.22 0.538
H 1.582149 2.101942 -1.406546 -0.25 0.27 -0.24 0.289
H 0.865608 3.626889 -2.093830 -0.04 -0.30 0.13 0.291
H 1.809391 3.625095 -0.573856 -0.28 0.07 -0.30 0.316
H -0.450671 2.269682 1.676935 0.29 0.43 -0.02 0.272
H 0.962229 3.342957 1.461407 -0.06 -0.16 -0.25 0.520
H 1.009370 1.592196 0.948200 0.37 0.64 0.26 0.384
H -2.330675 -1.887298 0.771447 0.32 0.20 -0.01 -0.184
H -2.605784 -0.561425 1.905015 0.25 -0.33 0.23 0.477
H -0.793519 -1.107226 3.309351 -0.34 -0.67 0.25 0.343
H 0.919990 -2.827685 2.504451 0.02 0.22 0.06 0.472
C -4.064439 -4.983117 -0.751183 -0.43 -0.10 -0.53 -0.748
O -4.836676 -4.163512 -1.602152 0.32 0.01 -0.14 -0.387
C -4.456661 -2.804555 -1.513722 -0.54 -0.25 0.01 0.184
C -4.826986 -2.051026 -2.776178 0.18 0.17 -0.10 -0.624
O -3.930795 -2.277076 -3.853710 -0.01 -0.08 0.19 -0.471
C -4.023632 -3.543319 -4.506927 0.10 0.07 -0.21 -0.361
C -5.254310 -3.686176 -5.377586 -0.16 -0.34 0.24 -0.607
O -6.393125 -3.977814 -4.582819 0.00 0.29 0.12 -0.269
C -7.601188 -3.624820 -5.226803 0.07 -0.11 0.06 -0.776
H -4.211414 -4.695786 0.284966 -0.06 0.02 0.09 0.300
H -4.389740 -6.013840 -0.884546 -0.09 0.06 -0.01 0.401
H -3.007268 -4.918298 -1.020707 0.00 -0.02 -0.01 0.240
H -3.370493 -2.719909 -1.349314 0.06 0.01 -0.05 -0.291
H -4.989914 -2.364081 -0.656911 0.14 0.18 0.04 0.545
H -4.749364 -0.981105 -2.559919 0.05 0.00 -0.01 0.478
H -5.859678 -2.243325 -3.069496 0.00 -0.21 0.12 0.174
H -3.939948 -4.363007 -3.792246 -0.22 -0.02 0.02 0.153
H -3.146855 -3.593415 -5.156245 -0.03 0.11 -0.01 0.406
H -5.109477 -4.518867 -6.077779 0.13 0.12 -0.14 0.438
H -5.408852 -2.760255 -5.943411 0.05 0.00 -0.03 0.356
H -7.621765 -2.551323 -5.445471 -0.02 -0.02 -0.12 0.333
H -8.421932 -3.853982 -4.549428 0.06 -0.06 0.01 0.238
H -7.730732 -4.196957 -6.151609 -0.06 0.09 -0.04 0.324
C 4.344951 5.386127 4.737439 0.15 -0.06 -0.04 -0.762
O 5.122516 4.736726 3.753002 -0.22 0.16 -0.16 -0.263
C 4.486345 3.584386 3.234447 0.47 0.10 0.12 -0.433
C 5.011745 3.261363 1.849163 -0.17 -0.12 -0.08 -0.429
O 4.465238 4.084719 0.823079 -0.04 -0.01 0.12 -0.341
C 4.946043 5.428815 0.768064 -0.08 0.05 -0.22 -0.423
C 6.362492 5.545320 0.244221 0.14 0.16 0.39 -0.630
O 7.296349 5.221367 1.260852 -0.07 -0.30 -0.03 -0.269
C 8.544605 4.819133 0.734565 -0.07 0.11 0.10 -0.780
H 4.178320 4.730159 5.598469 -0.10 0.04 0.03 0.328
H 4.888413 6.270037 5.065058 0.06 -0.06 -0.01 0.244
H 3.383147 5.706525 4.319960 -0.06 -0.05 0.08 0.309
H 3.399552 3.734775 3.185874 -0.02 -0.02 -0.02 0.209
H 4.705163 2.746396 3.910415 -0.19 -0.14 -0.07 0.412
H 4.691278 2.245047 1.600627 -0.05 0.03 -0.01 0.412
H 6.101810 3.267499 1.821471 0.01 0.16 0.16 0.164
H 4.830479 5.927506 1.730771 0.21 -0.06 0.06 0.221
H 4.285783 5.938715 0.062259 0.02 -0.08 -0.05 0.378
H 6.549986 6.580728 -0.068227 -0.11 -0.02 -0.21 0.434
H 6.487772 4.878851 -0.617459 -0.04 0.02 -0.03 0.354
H 8.428330 3.930859 0.103168 0.05 0.05 -0.10 0.335
H 9.194605 4.564990 1.569879 -0.05 0.07 0.02 0.238
H 9.003571 5.629633 0.158257 0.05 -0.08 -0.07 0.325
```
Positions in Å, forces in eV/Å.



# 6
This record from the Open Molecules 2025 dataset describes a 2-piece molecular cluster, F5N2 overall. The level of theory is ωB97M-V/def2-TZVPD.

ΔE to the lowest compared entry with this formula, charge and spin	0.629	eV
F_max	4.84	eV/Å
HOMO-LUMO gap	8.0	eV
net charge	+1
LUMO level	-10.178	eV
molecular weight	123.0	g/mol

The geometry in XYZ format:
```
7
Properties=species:S:1:pos:R:3:forces:R:3:mulliken_charge:R:1
N 1.459354 0.365557 0.094730 -0.31 -1.91 -0.51 0.541
N -0.885972 0.205647 0.150658 3.19 -1.29 -3.41 0.480
F 1.593123 -0.783194 0.660108 -0.12 0.79 0.78 0.091
F 1.742561 0.071299 -1.116717 -0.36 1.10 -0.11 0.091
F -1.518924 0.761170 1.090233 -1.66 0.25 0.90 -0.039
F -1.414055 0.557966 -1.097978 0.06 -0.54 2.15 -0.090
F -0.976087 -1.178442 0.218963 -0.81 1.61 0.20 -0.074
```
Positions in Å, forces in eV/Å.